Entry 1:
# C29H17BrCl3N6OPtS

A structure of composition C29H17BrCl3N6OPtS in a non-equilibrium geometry (ωB97M-V/def2-TZVPD, OMol25).

Geometry as XYZ:
```
59
Properties=species:S:1:pos:R:3
Pt -0.222 0.034 0.086
Br -2.383 1.869 -0.507
C -3.648 0.444 -0.583
C -4.957 0.760 -0.889
C -5.919 -0.244 -0.928
C -5.569 -1.546 -0.638
C -4.232 -1.892 -0.350
C -3.871 -3.224 -0.070
C -2.566 -3.558 0.214
C -1.580 -2.571 0.228
C -1.882 -1.247 -0.050
C -3.220 -0.877 -0.326
H -5.228 1.786 -1.075
H -6.939 0.000 -1.178
H -6.320 -2.324 -0.624
H -4.638 -3.986 -0.071
H -2.302 -4.579 0.434
H -0.566 -2.865 0.471
S 6.472 3.342 0.076
N 5.958 1.973 0.798
C 4.801 1.611 0.284
C 4.043 0.443 0.608
C 4.506 -0.611 1.374
C 3.676 -1.718 1.587
C 2.378 -1.675 1.112
N 1.902 -0.660 0.407
C 2.728 0.366 0.041
C 2.272 1.276 -0.925
N 1.019 1.111 -1.445
C 0.639 1.826 -2.486
C 1.441 2.799 -3.070
C 2.674 3.089 -2.495
C 3.104 2.345 -1.407
C 4.341 2.541 -0.727
N 5.195 3.533 -0.910
H 5.508 -0.576 1.769
H 4.033 -2.586 2.112
H 1.700 -2.494 1.304
H -0.345 1.624 -2.886
H 1.099 3.323 -3.945
H 3.309 3.870 -2.883
O 0.102 2.111 1.122
N 1.156 2.595 1.686
C 1.620 2.056 2.833
C 2.725 2.573 3.465
C 3.381 3.671 2.919
C 2.883 4.218 1.740
C 1.776 3.664 1.140
H 1.061 1.210 3.206
H 3.060 2.124 4.385
H 4.250 4.085 3.402
H 3.347 5.079 1.289
H 1.338 4.056 0.233
Cl -1.504 -2.616 5.067
C -0.022 -2.441 4.072
Cl 1.397 -2.027 5.083
Cl 0.302 -3.949 3.158
C -0.230 -1.375 3.138
N -0.381 -0.518 2.387
```

Summary:
HOMO-LUMO gap (alpha / beta) (Eh): 0.1962 / 0.2113
<S²>: 0.820
LUMO (alpha / beta) (eV): -7.90 / -7.51
Spin multiplicity: 2
Net charge: +2
Largest force on an atom (eV/Å): 3.288
HOMO (alpha / beta) (eV): -13.2 / -13.3

Atomic partial charges in e from the Mulliken method, atoms 1 to 8:
1. Pt 1.316
2. Br -0.040
3. C 0.785
4. C -0.675
5. C -0.675
6. C -0.878
7. C 0.709
8. C -0.771

---

Entry 2:
# C30H27B3F4N5O8TeTi

A structure of composition C30H27B3F4N5O8TeTi in a non-equilibrium geometry (ωB97M-V/def2-TZVPD, OMol25).

Geometry as XYZ:
```
79
Properties=species:S:1:pos:R:3
Ti 0.840 1.000 1.223
C 1.236 5.244 0.499
C 1.379 3.799 0.861
N 0.207 3.014 1.173
O -0.417 3.286 2.437
B -0.656 1.999 3.128
F -1.290 2.241 4.308
F 0.672 1.409 3.301
O -1.371 0.976 2.294
N -0.624 -0.119 1.747
C -0.592 -1.321 2.423
C -1.654 -1.610 3.446
C 0.409 -2.187 2.129
N 1.470 -1.787 1.261
O 2.008 -0.512 1.577
B 3.557 -0.162 1.881
F 3.605 0.007 3.248
F 4.342 -1.191 1.438
O 3.768 1.074 1.137
N 2.586 1.812 1.220
C 2.566 3.115 0.818
C 3.837 3.758 0.345
C 0.568 -3.541 2.755
H 0.459 5.711 1.107
H 0.968 5.399 -0.552
H 2.162 5.785 0.698
H -2.147 -0.683 3.730
H -1.225 -2.066 4.337
H -2.409 -2.289 3.042
H 4.612 3.004 0.243
H 4.175 4.511 1.059
H 3.678 4.246 -0.617
H -0.378 -3.909 3.152
H 1.300 -3.521 3.569
H 0.921 -4.262 2.015
O 0.847 1.624 -2.739
C 0.529 0.766 -1.940
O 0.657 0.859 -0.657
C -0.119 -0.518 -2.428
C -0.230 -0.725 -3.825
C -0.820 -1.867 -4.269
C -1.325 -2.800 -3.332
C -1.956 -4.012 -3.702
C -2.415 -4.869 -2.744
C -2.268 -4.556 -1.372
C -1.661 -3.396 -0.987
C -1.176 -2.492 -1.963
N -0.558 -1.360 -1.534
H 0.173 0.024 -4.491
H -0.905 -2.080 -5.329
H -2.062 -4.248 -4.754
H -2.894 -5.797 -3.032
H -2.637 -5.247 -0.624
H -1.518 -3.131 0.054
Te -1.351 3.163 -0.292
C -2.842 3.999 0.929
C -4.055 3.320 0.986
C -5.123 3.850 1.700
C -4.971 5.044 2.388
C -3.752 5.710 2.352
C -2.695 5.199 1.617
H -4.159 2.360 0.496
H -6.063 3.314 1.738
H -5.794 5.449 2.962
H -3.623 6.635 2.901
H -1.751 5.724 1.598
O 1.263 -3.481 -0.510
B 1.701 -2.225 -0.055
O 2.464 -1.570 -1.023
C 2.420 -2.393 -2.112
C 2.953 -2.184 -3.361
C 2.723 -3.175 -4.318
C 1.985 -4.313 -4.018
C 1.448 -4.516 -2.744
C 1.689 -3.539 -1.809
H 3.510 -1.284 -3.583
H 3.122 -3.048 -5.316
H 1.818 -5.057 -4.787
H 0.857 -5.389 -2.501
```

Summary:
HOMO-LUMO gap (alpha / beta) (Eh): 0.2344 / 0.2345
LUMO (alpha / beta) (eV): 2.06 / 2.06
Net charge: -1
Largest force on an atom (eV/Å): 1.698
HOMO (alpha / beta) (eV): -4.3 / -4.3

Atomic partial charges in e from the Mulliken method, atoms 1 to 8:
1. Ti -0.574
2. C -1.756
3. C -0.089
4. N 0.098
5. O -0.450
6. B 0.524
7. F -0.294
8. F -0.041

---

Entry 3:
# C3H12OSSi2

A cluster of 2 separate species, C3H12OSSi2 in total in a non-equilibrium geometry (ωB97M-V/def2-TZVPD, OMol25).

Geometry as XYZ:
```
19
Properties=species:S:1:pos:R:3
C 1.013 1.345 -1.164
C 1.398 -1.440 0.383
C -0.077 0.647 1.688
O -1.193 -0.672 -0.566
Si -3.843 -0.132 0.679
Si 0.232 -0.025 -0.133
S -3.792 1.006 -0.992
H 0.299 2.227 -1.452
H 1.714 1.867 -0.504
H 1.557 1.063 -2.108
H 1.969 -0.973 1.178
H 0.841 -2.249 0.780
H 2.093 -1.739 -0.362
H -0.297 -0.172 2.376
H 0.831 1.095 1.838
H -0.759 1.419 1.823
H -3.933 0.205 2.064
H -3.983 -1.576 0.740
H -1.833 -0.497 -1.358
```

Summary:
SMILES string: C[Si](C)(C)O.[SiH2]=S
HOMO-LUMO gap (Eh): 0.3158
LUMO (eV): -0.72
Largest force on an atom (eV/Å): 3.794
HOMO (eV): -9.3

Atomic partial charges in e from the Mulliken method, atoms 1 to 8:
1. C -0.957
2. C -1.049
3. C -1.359
4. O -0.594
5. Si 0.542
6. Si 0.569
7. S -0.390
8. H 0.289

---

The following total energy values (in eV) correspond, in order, to the records above: -163010.6417; -98699.1378; -31944.3518.
The following energy above the lowest of the compared OMol25 structures with the same formula, charge and spin values (in kcal per mole) correspond, in order, to the records above: 33.68; 31.43; 52.12.